# C3H3BrI2

A structure of composition C3H3BrI2 in a non-equilibrium geometry (ωB97M-V with the def2-TZVPD basis set, OMol25).

Summary:
HOMO-LUMO gap	8.52	eV
ΔE to the lowest compared entry with this formula, charge and spin	0.0	kcal/mol
LUMO level	-0.3	eV
largest force on an atom	4.0	eV/Å
calculated total energy	-89399.4820	eV

Atoms and positions in Å:
C -0.7436 0.1749 -1.4165
C -0.9241 -0.1394 -0.1654
C 0.9760 -0.1607 1.0434
Br 1.2312 1.3858 2.1783
I -2.4712 -0.4814 1.1567
I 2.4855 -0.2477 -0.3698
H -1.5095 0.1715 -2.1917
H 0.1543 0.4226 -1.9607
H 0.8014 -1.1256 1.7258